No. 1
The following is a DFT calculation (ωB97M-V/def2-TZVPD) of C32H44BrN3P2SW as an isolated structure in a non-equilibrium geometry.

## Properties
Total charge: +4
2S+1: 3
HOMO energy (spin up / spin down), eV: -18.64 / -18.62
LUMO (spin up / spin down), eV: -13.48 / -15.04
Gap between HOMO and LUMO (spin up / spin down), eV: 5.158 / 3.585

Structure (XYZ):
```
84
C32H44BrN3P2SW | the OMol25 dataset | ωB97M-V/def2-TZVPD
C -1.5427 -3.5262 2.0016
C -1.5793 -2.8631 0.7556
C -2.5775 -3.2171 -0.1781
C -3.6059 -4.0516 0.2620
N -3.6168 -4.5658 1.4787
C -2.6282 -4.3436 2.3233
C -0.5765 -1.9332 0.3743
C 0.4331 -1.9054 -0.4832
C 1.7136 -2.4230 -0.8379
C 2.6126 -1.3672 -0.9583
C 3.7861 -1.5218 -1.6440
C 4.0251 -2.7887 -2.1295
C 3.2635 -3.9185 -1.8849
C 2.0748 -3.7425 -1.1909
W 0.6994 0.2195 -0.0753
P -1.3488 0.7760 1.3231
H -2.5170 -2.8694 -1.2209
H -0.6611 -3.4339 2.6532
H -4.4252 -4.2789 -0.4202
H -2.6628 -4.8053 3.3106
H 1.3997 -4.5645 -0.9475
H 2.4543 -0.3166 -0.4939
H 3.5614 -4.8969 -2.2287
H 4.4464 -0.7037 -1.8485
C -1.6743 2.5650 1.7028
C -3.1222 3.0072 1.9485
H -1.2533 3.1430 0.8641
H -1.0438 2.7947 2.5771
H -3.1236 4.0922 2.1147
H -3.7761 2.8023 1.0894
H -3.5551 2.5380 2.8431
C -2.9141 0.2406 0.4694
C -4.1686 -0.0950 1.2901
H -2.6333 -0.6444 -0.1194
H -3.1331 1.0390 -0.2563
H -4.9771 -0.3229 0.5789
H -4.0424 -0.9857 1.9252
H -4.5184 0.7456 1.9065
C -1.4654 -0.1188 2.9315
C -2.3991 0.4299 4.0171
H -0.4356 -0.1882 3.3159
H -1.7422 -1.1479 2.6559
H -2.3041 -0.2152 4.9014
H -2.1366 1.4503 4.3170
H -3.4556 0.4046 3.7169
Br 5.5740 -2.9181 -3.2432
P 0.1196 1.0868 -2.2715
C -1.4552 2.0357 -2.4541
C -1.5854 3.1071 -3.5486
H -1.6457 2.5030 -1.4704
H -2.2425 1.2733 -2.5901
H -2.5763 3.5764 -3.4380
H -0.8320 3.9032 -3.4532
H -1.5381 2.6885 -4.5652
C 1.5274 2.1730 -2.7563
C 1.8660 2.3073 -4.2475
H 2.4133 1.7798 -2.2268
H 1.3294 3.1646 -2.3147
H 2.7419 2.9669 -4.3356
H 2.1324 1.3396 -4.6929
H 1.0477 2.7589 -4.8244
C -0.0629 -0.3174 -3.4573
C -0.7169 -0.0765 -4.8357
H -0.6559 -1.0760 -2.9153
H 0.9395 -0.7576 -3.5787
H -0.6502 -1.0169 -5.4044
H -1.7830 0.1761 -4.7474
H -0.2091 0.7033 -5.4205
N 1.3950 3.3517 0.7209
C 2.1508 2.5073 1.4352
N 2.0148 1.1576 1.3418
C 2.8569 0.5055 2.2989
C 2.8893 -0.8646 2.5167
C 3.9284 -1.3747 3.3103
C 4.8661 -0.5183 3.9059
C 4.7656 0.8733 3.7467
C 3.7360 1.3817 2.9530
S 3.3350 3.0718 2.6059
H 1.4620 4.3545 0.9307
H 0.7420 3.0143 0.0198
H 2.1202 -1.5085 2.0891
H 4.0032 -2.4520 3.4633
H 5.6735 -0.9340 4.5116
H 5.4688 1.5603 4.2115
```

Löwdin population analysis, charges in e, atoms 1 to 4: atom 1 (C): 0.049, atom 2 (C): -0.226, atom 3 (C): 0.048, atom 4 (C): 0.012


No. 2
The following is a DFT calculation (ωB97M-V/def2-TZVPD) of a 2-piece molecular cluster, C2H4N4 overall in a non-equilibrium geometry.

## Properties
HOMO energy, eV: -9.34
LUMO, eV: 0.86
Gap between HOMO and LUMO, eV: 10.203

Structure (XYZ):
```
10
C2H4N4 | the OMol25 dataset | ωB97M-V/def2-TZVPD
C -1.0854 2.5895 -0.7638
C 0.6065 -1.3663 0.2785
N 2.4393 1.5939 0.8998
N -1.3216 1.7748 -1.5571
N 1.8609 0.7038 0.5292
N 1.1425 -0.0633 -0.0078
H -0.7596 3.4172 -0.1490
H -0.4014 -1.3409 -0.2259
H 1.2686 -2.1042 -0.3415
H 0.6649 -1.7192 1.3619
```

Löwdin population analysis, charges in e, atoms 1 to 4: atom 1 (C): -0.097, atom 2 (C): -0.113, atom 3 (N): 0.152, atom 4 (N): 0.046


Computed energy above the lowest of the compared OMol25 structures with the same formula, charge and spin, in the same sequence as the records: 0.0 83.6 kcal/mol.